C4H4N2S | ωB97M-V/def2-TZVPD

The geometry in XYZ format:
```
11
C4H4N2S (ωB97M-V/def2-TZVPD)
N -2.3395 1.1837 -1.0147
C -1.4706 0.8109 -0.3466
C -0.3532 0.2865 0.3168
C -0.2387 0.4492 1.7590
S 0.8293 -0.1691 2.8762
C 0.6420 -0.4493 -0.2772
N 0.8135 -0.7064 -1.5831
H -1.1014 0.9637 2.1408
H 1.2804 -0.9834 0.3993
H 1.6536 -1.1101 -1.9118
H 0.2846 -0.2757 -2.3587
```

energy relative to the best compared isomer or geometry (same formula, charge and spin)	1.189	eV
molecular weight	112.16	g/mol
largest force on an atom	2.27	eV Å⁻¹
total energy	-662.4819	Eh
HOMO	-8.74	eV
Kohn-Sham gap	8.05	eV

---

C4H4N3 | ωB97M-V/def2-TZVPD

The geometry in XYZ format:
```
11
C4H4N3 (ωB97M-V/def2-TZVPD)
C 1.2343 0.1456 0.3535
C 0.4771 -1.0679 0.1567
C 0.7636 1.3895 0.1410
C -1.5558 1.7573 -0.7368
N -0.4735 1.6225 -0.3102
N -0.7412 -1.1997 -0.0538
N -1.8803 -1.4320 0.0495
H 2.2479 0.0078 0.6872
H 1.0634 -1.9892 0.1586
H 1.3807 2.2642 0.3070
H -2.5163 -1.4982 -0.7527
```

energy relative to the best compared isomer or geometry (same formula, charge and spin)	2.794	eV
net charge	+1
molecular weight	94.10	g/mol
largest force on an atom	1.82	eV Å⁻¹
total energy	-318.6618	Eh
HOMO	-14.85	eV
Kohn-Sham gap	8.76	eV

---

C4H4N4 | ωB97M-V/def2-TZVPD

The geometry in XYZ format:
```
12
C4H4N4 (ωB97M-V/def2-TZVPD)
N -3.2177 -0.1405 0.0893
C -2.0414 0.1666 0.0139
C -0.6248 0.2271 -0.0657
C 0.1559 1.2595 -0.0646
N 1.5338 1.0488 -0.0218
N 2.1745 -0.1942 0.0566
C 1.3844 -1.1769 0.0406
N -0.0089 -1.1142 -0.1528
H -0.2536 2.3081 -0.0154
H 2.1427 1.7761 0.3666
H 2.0170 -2.1401 0.1541
H -0.5228 -2.0018 0.1507
```

energy relative to the best compared isomer or geometry (same formula, charge and spin)	2.512	eV
molecular weight	108.10	g/mol
largest force on an atom	6.63	eV Å⁻¹
total energy	-373.7526	Eh
HOMO	-7.67	eV
Kohn-Sham gap	8.21	eV

---

C4H4N4 | ωB97M-V/def2-TZVPD

The geometry in XYZ format:
```
12
C4H4N4 (ωB97M-V/def2-TZVPD)
H -2.5845 -1.6400 -0.1803
N -2.7632 -0.6350 -0.1168
C -1.5828 -0.1085 0.0109
N -1.3138 1.2613 0.0115
N 0.0765 1.5743 0.0957
C 0.6856 0.4655 0.1357
C 2.0653 0.1023 0.0490
C 3.2623 -0.2720 -0.1006
N -0.2282 -0.6097 0.2624
H -1.9990 1.9604 -0.2264
H 4.2716 -0.4999 -0.4608
H 0.1102 -1.5988 0.5198
```

energy relative to the best compared isomer or geometry (same formula, charge and spin)	2.873	eV
molecular weight	108.10	g/mol
largest force on an atom	5.62	eV Å⁻¹
total energy	-373.7393	Eh
HOMO	-8.50	eV
Kohn-Sham gap	9.00	eV

---

C4H4N4 | ωB97M-V/def2-TZVPD

The geometry in XYZ format:
```
12
C4H4N4 (ωB97M-V/def2-TZVPD)
C 2.0024 0.7835 0.1136
C 1.9807 -0.7178 -0.0429
C 0.3665 -0.7978 -0.0591
N -0.8756 -1.3661 -0.0896
N -1.9830 -0.6129 0.1510
N -1.9682 0.7777 0.0491
N -0.6411 1.3949 -0.2047
C 0.3782 0.5640 0.0639
H 2.4765 0.9207 1.0518
H 2.6952 1.1834 -0.8315
H 2.3125 -1.3851 -0.9548
H 2.4240 -1.0652 0.9406
```

energy relative to the best compared isomer or geometry (same formula, charge and spin)	6.547	eV
molecular weight	108.10	g/mol
largest force on an atom	5.29	eV Å⁻¹
total energy	-373.6043	Eh
HOMO	-9.89	eV
Kohn-Sham gap	8.97	eV

---

C4H4N4O | ωB97M-V/def2-TZVPD

The geometry in XYZ format:
```
13
C4H4N4O (ωB97M-V/def2-TZVPD)
C 0.8890 -0.2336 -0.3860
C -0.8221 0.7104 0.7341
C -1.9703 -0.3524 -0.4179
C -0.5153 -0.3289 -0.1472
H 1.8420 -1.9639 -1.3155
H 3.0893 -0.4597 -0.8323
H 2.1772 1.0599 0.8489
H -2.9176 0.5112 1.2651
N 1.8580 -0.8560 -1.1097
N 1.2074 0.7693 0.6047
N 0.1183 1.3834 1.3192
N -2.2610 0.8331 0.5304
O -2.6948 -1.0728 -1.0937
```

energy relative to the best compared isomer or geometry (same formula, charge and spin)	4.219	eV
molecular weight	124.10	g/mol
largest force on an atom	5.81	eV Å⁻¹
total energy	-448.9404	Eh
HOMO	-8.94	eV
Kohn-Sham gap	8.76	eV

---

C4H4N4O | ωB97M-V/def2-TZVPD

The geometry in XYZ format:
```
13
C4H4N4O (ωB97M-V/def2-TZVPD)
H 0.2819 -2.8550 -1.2575
N -0.4357 -2.1404 -1.1969
C -0.1275 -1.1200 -0.5443
O 1.0801 -0.9163 0.0711
C 1.1841 0.3067 0.6481
N 2.1286 0.8674 1.2181
H 3.0089 0.3576 1.2715
C -0.4060 1.0643 0.4111
N -0.8091 2.1600 0.8170
H -0.1599 2.7171 1.3643
C -1.0629 0.0425 -0.3991
N -2.1993 0.1608 -0.9247
H -2.4832 -0.6447 -1.4787
```

energy relative to the best compared isomer or geometry (same formula, charge and spin)	1.796	eV
molecular weight	124.10	g/mol
largest force on an atom	4.22	eV Å⁻¹
total energy	-449.0295	Eh
HOMO	-9.93	eV
Kohn-Sham gap	9.08	eV

---

C4H4NOP | ωB97M-V/def2-TZVPD

The geometry in XYZ format:
```
11
C4H4NOP (ωB97M-V/def2-TZVPD)
C 0.3845 -0.6706 -0.0501
C 0.1226 0.6986 0.0255
C -0.6821 -1.5343 -0.0651
C -1.1238 1.2426 -0.0517
N -2.0133 -1.3144 0.1156
O -3.8883 0.3359 -0.1286
P -2.4881 0.1593 0.0590
H 1.4105 -1.1411 -0.0683
H 1.0161 1.4347 0.2052
H -0.2385 -2.4607 -0.0812
H -1.3570 2.3776 -0.0683
```

energy relative to the best compared isomer or geometry (same formula, charge and spin)	0.000	eV
molecular weight	113.06	g/mol
largest force on an atom	3.28	eV Å⁻¹
total energy	-626.1409	Eh
HOMO	-9.34	eV
Kohn-Sham gap	9.28	eV

---

C4H4NaO6 | ωB97M-V/def2-TZVPD

The geometry in XYZ format:
```
15
C4H4NaO6 (ωB97M-V/def2-TZVPD)
O 1.3186 0.6680 0.7977
C 1.9879 -0.0794 0.0363
O 2.9550 0.2308 -0.6641
Na -0.5564 1.4935 0.7838
O -1.2905 -0.6395 0.2445
O -2.2364 -0.8217 -1.7919
C -1.8961 -0.0749 -0.8747
O -1.8644 1.1777 -0.7978
O 1.6271 -1.4043 -0.0501
C 0.6296 -1.9594 0.7908
C -0.7471 -1.9687 0.1562
H 0.9325 -2.9986 0.9778
H 0.5971 -1.4261 1.7508
H -1.4037 -2.6462 0.7230
H -0.6908 -2.3456 -0.8733
```

energy relative to the best compared isomer or geometry (same formula, charge and spin)	0.000	eV
net charge	-1
molecular weight	171.06	g/mol
largest force on an atom	1.71	eV Å⁻¹
total energy	-768.7455	Eh
HOMO	-5.07	eV
Kohn-Sham gap	7.26	eV

---

C4H4NaO6 | ωB97M-V/def2-TZVPD

The geometry in XYZ format:
```
15
C4H4NaO6 (ωB97M-V/def2-TZVPD)
O -0.8132 1.4773 -1.9470
C 0.3011 1.1351 -1.4104
C 0.1999 0.2590 -0.1818
O 1.4170 -0.3357 0.1944
H 0.7260 1.6176 -0.1408
H 1.1105 0.7852 -2.0871
H -0.4498 -0.5806 -0.4848
C 1.3639 -1.4088 0.9937
O 0.5482 -2.2889 0.9204
O 2.3720 -1.4293 1.8472
H 3.0122 -0.7293 1.6588
O -3.1122 -0.4428 0.2747
C -2.4224 0.1716 1.0689
O -1.3313 0.7794 0.8953
Na -2.9221 0.9902 -1.6016
```

energy relative to the best compared isomer or geometry (same formula, charge and spin)	4.768	eV
expectation value of S²	0.78
2S+1	2
molecular weight	171.06	g/mol
largest force on an atom	6.10	eV Å⁻¹
total energy	-768.3945	Eh
HOMO (alpha / beta)	-7.23 / -8.35	eV
Kohn-Sham gap (alpha / beta)	6.64 / 7.68	eV